Formula: C50H71FN12O3S2
Source: OMol25
Level of theory: ωB97M-V with the def2-TZVPD basis set

The total charge is 0. Its LUMO energy is -0.236 eV. As for the gap between HOMO and LUMO: 7.64 eV. Its structure (SMILES) is CCCCCCCCCc1c(CC(=O)F)c(COC)c(S)c2c1Sc1ccc(OCCC)cc1N2.CC#N.CC#N.CC#N.CC#N.CC#N.CC#N.CC#N.CC#N.CC#N.CC#N.CC#N.

The geometry in XYZ format:
```
139
Properties=species:S:1:pos:R:3:forces:R:3:mulliken_charge:R:1
C -1.8893 1.0860 -6.1152 -0.128 0.646 -0.282 -0.8196
C -0.8180 0.8038 -7.3278 -0.012 -0.133 -0.414 -0.3485
C 0.1056 -0.5580 -7.1006 0.157 -0.055 -0.788 -0.6676
C 1.6143 -0.2086 -6.5625 -0.904 0.529 1.354 -0.4449
C 1.4853 0.9068 -5.3229 0.979 -0.785 -0.734 -0.0074
C 2.9684 0.9299 -4.5876 -1.104 -0.866 -0.061 0.3947
C 2.9115 -0.2742 -3.4387 -0.402 1.385 -0.049 -0.7794
C 1.9761 0.3004 -2.1786 0.840 -0.922 -0.378 0.4826
C 2.1684 -0.7662 -0.9462 -0.140 0.217 0.654 -0.6775
C 0.7953 -1.1309 -0.1266 -2.984 -0.223 1.980 0.1297
C 0.1185 -2.6569 -0.0826 -1.321 3.042 1.354 -0.0068
C 0.9226 -3.8275 -0.9145 -0.911 0.485 1.983 -0.9860
C 1.9648 -4.5267 0.1765 3.554 -7.100 0.157 0.6856
O 2.4632 -5.7849 0.0290 -3.710 9.300 1.038 -0.5292
F 2.4009 -3.8377 1.4480 -1.687 -1.563 -4.173 -0.2436
C -1.2691 -2.9792 0.7904 2.214 3.424 -0.414 0.2670
C -1.8335 -4.5214 0.8150 1.081 0.123 0.164 -0.3028
O -2.2901 -4.9522 2.1781 -1.515 -0.456 -3.186 -0.3339
C -3.5760 -5.6607 1.8667 -0.878 0.707 0.267 -0.4224
C -1.9906 -1.6974 1.5850 2.506 0.657 -1.897 0.1758
S -3.6002 -1.9275 2.5753 0.970 -0.051 -1.629 -0.2241
C -1.3679 -0.1766 1.5748 1.839 -2.971 -2.184 -0.4451
C 0.0404 0.0761 0.7086 -1.763 -3.233 0.754 -0.0932
S 0.7040 1.8651 0.8132 -0.955 -1.602 1.851 0.0024
C 0.3584 2.3094 2.6393 -1.014 0.092 3.098 0.3265
C 1.4264 3.1632 3.5466 -3.715 -1.496 1.964 -0.2786
C 1.0431 3.4497 5.1425 -2.435 -2.130 -2.582 -0.5289
C -0.3733 2.8573 5.7688 1.307 0.479 -3.255 0.0332
O -0.6106 3.1286 7.2253 1.219 -2.563 -2.960 -0.4370
C 0.0453 1.9667 7.9097 1.112 -1.529 -0.325 -0.5326
C 1.5678 2.2894 8.4301 0.735 -0.024 0.125 -0.0012
C 2.2906 0.8947 9.0040 -0.160 -0.306 -0.375 -0.9361
C -1.4466 2.0198 4.8148 3.025 0.918 -1.480 -0.0383
C -1.0958 1.7190 3.2174 2.884 2.354 2.885 -0.3173
N -2.0496 0.9461 2.3304 2.450 0.281 -0.400 0.0704
H -1.8094 2.2342 -5.8210 -0.315 -2.504 -0.480 0.2092
H -1.6524 0.4459 -5.1623 -0.500 1.224 -1.887 0.2001
H -3.0056 0.8761 -6.4795 2.500 0.383 0.909 0.2856
H -0.1181 1.7489 -7.4480 -1.346 -2.053 0.255 0.2129
H -1.4026 0.7084 -8.3572 1.196 0.136 2.230 0.3236
H -0.4370 -1.3031 -6.3435 1.179 1.709 -1.562 0.2630
H 0.2020 -1.1307 -8.1414 -0.264 1.160 2.243 0.3146
H 2.0670 -1.1903 -6.0732 -0.726 2.028 -1.258 0.2332
H 2.3387 0.2418 -7.3638 -1.477 -1.064 1.305 0.2431
H 1.2409 1.9880 -5.7206 0.291 -2.323 0.817 0.2317
H 0.6241 0.4980 -4.6307 1.809 1.167 -1.179 -0.3952
H 3.7771 0.7163 -5.4302 -1.805 0.593 2.093 -0.3328
H 3.1159 1.9819 -4.0933 -0.008 -2.145 -0.882 0.1862
H 2.4502 -1.2337 -3.9251 0.771 1.722 1.013 0.1144
H 3.9649 -0.5472 -3.0082 -1.854 0.558 -0.801 0.3957
H 2.4480 1.3557 -1.9135 -1.371 -2.266 -0.395 -0.3735
H 0.8348 0.3674 -2.4593 2.438 0.129 0.493 0.2933
H 2.9115 -0.2677 -0.1703 -1.525 -1.220 -1.443 0.2445
H 2.6941 -1.7261 -1.3941 -1.258 1.849 1.197 0.3137
H 1.4496 -3.4591 -1.8941 -0.760 -0.631 2.268 0.3200
H 0.1454 -4.6478 -1.2195 1.808 1.377 0.707 0.3574
H -0.9735 -5.3001 0.5344 -1.638 1.962 0.445 0.1035
H -2.6709 -4.6431 0.0019 1.441 0.402 1.682 0.3705
H -4.0754 -6.1091 2.8274 1.361 0.887 -1.714 0.2826
H -4.3054 -4.8073 1.4668 1.306 -2.106 0.664 0.1934
H -3.4383 -6.5006 1.0579 -0.185 1.710 1.623 0.1137
H -4.5561 -2.3351 1.6179 1.440 0.446 0.608 0.1399
H 2.4579 3.5823 3.1327 -2.658 -1.141 0.879 0.0727
H 1.8297 4.0466 5.7914 -2.026 -1.414 -1.479 0.4886
H 0.1437 1.1113 7.0893 -0.184 1.659 1.871 0.2968
H -0.6296 1.5079 8.7625 1.257 1.434 -1.572 0.3240
H 1.5851 3.1606 9.2400 -0.234 -2.029 -1.605 0.2658
H 2.2857 2.6650 7.5588 -1.886 -0.750 1.654 -0.0471
H 1.4762 0.1482 9.4562 1.857 1.759 -0.715 0.2512
H 2.8078 0.2898 8.1186 -1.201 1.438 1.780 0.2658
H 3.1517 1.1328 9.7832 -2.050 -0.481 -1.539 0.2908
H -2.4563 1.6107 5.2724 2.335 0.957 -1.030 0.3938
H -2.5202 1.6341 1.6735 0.797 -1.137 0.737 0.2578
C 6.8552 -0.8037 -5.8787 0.135 -0.074 0.169 -0.5103
C 6.1621 0.4323 -6.2787 -0.430 0.990 -0.352 0.5319
N 5.6144 1.4088 -6.5946 1.068 -1.579 0.411 -0.4413
H 6.1697 -1.5188 -5.4115 -0.069 0.275 -0.140 0.2377
H 7.3122 -1.3072 -6.7371 -0.352 0.328 0.222 -0.0743
H 7.6549 -0.6039 -5.1575 -0.229 0.240 -0.084 0.3097
C 9.5651 -1.2551 -9.5685 0.197 0.109 -0.116 -0.7783
C 8.4395 -1.9449 -8.9162 -0.915 -0.649 0.416 0.4219
N 7.5503 -2.4899 -8.4008 1.564 0.776 -1.061 -0.4699
H 10.5038 -1.8053 -9.4438 -0.307 -0.065 0.101 0.2689
H 9.3992 -1.1385 -10.6447 -0.188 -0.127 0.239 0.2764
H 9.7201 -0.2531 -9.1546 -0.221 -0.219 0.062 0.2834
C -4.2849 4.3764 5.4949 0.258 0.041 -0.058 -0.7984
C -5.6443 4.8959 5.7191 -1.133 0.420 0.196 0.2966
N -6.7183 5.3064 5.8963 1.802 -0.693 -0.344 -0.4090
H -3.8831 3.8940 6.3923 -0.259 0.089 -0.137 0.3499
H -4.2634 3.6330 4.6911 -0.210 0.125 0.213 0.1554
H -3.5878 5.1739 5.2168 -0.283 0.044 0.159 0.3929
C 4.6481 3.8872 -8.5242 -0.027 -0.126 0.101 -0.5770
C 4.8655 4.5629 -9.8142 0.152 0.640 -1.123 0.2519
N 5.0374 5.0968 -10.8335 -0.262 -0.883 1.663 -0.3749
H 5.2400 4.3435 -7.7237 -0.027 -0.011 -0.301 0.2702
H 3.5982 3.9321 -8.2158 0.145 0.095 -0.239 0.2360
H 4.9269 2.8290 -8.5697 0.000 0.298 -0.115 0.1952
C 6.0498 3.5721 3.3933 0.197 -0.083 -0.129 -0.8396
C 4.9492 4.0098 4.2680 -0.931 0.405 0.826 0.4532
N 4.0797 4.3556 4.9592 1.619 -0.532 -1.173 -0.3985
H 6.3926 2.5636 3.6483 -0.241 0.187 0.120 0.2706
H 5.7477 3.5544 2.3409 -0.156 0.066 0.258 0.2316
H 6.9165 4.2372 3.4699 -0.293 0.005 0.143 0.3030
C 2.4785 4.7050 -1.3065 0.127 0.128 0.152 -0.9473
C 1.7168 3.9734 -2.3324 -0.731 -0.581 -0.893 0.4871
N 1.1150 3.3953 -3.1431 0.984 1.064 1.350 -0.3514
H 3.2372 5.3561 -1.7536 -0.215 -0.189 -0.138 0.3627
H 1.8280 5.3390 -0.6950 -0.071 -0.212 -0.228 0.3157
H 2.9984 4.0229 -0.6254 -0.208 -0.091 -0.224 0.2017
C -3.2696 5.8116 2.1413 0.007 0.220 0.131 -0.5372
C -3.2843 4.6768 1.2032 0.012 -0.995 -0.776 0.4289
N -3.2960 3.7802 0.4620 0.034 1.380 1.303 -0.4631
H -3.8731 5.6078 3.0322 0.059 -0.153 -0.328 -0.0424
H -2.2549 6.0405 2.4835 -0.092 -0.246 -0.185 0.2579
H -3.6689 6.7219 1.6814 0.030 -0.300 -0.111 0.3381
C -4.4580 -9.7617 0.9326 0.043 -0.068 -0.012 -0.6042
C -5.1511 -8.5257 0.5326 -0.673 1.027 -0.317 0.3306
N -5.6988 -7.5492 0.2166 0.870 -1.583 0.480 -0.4257
H -5.1434 -10.4768 1.3997 0.018 0.259 -0.149 0.3447
H -4.0010 -10.2652 0.0741 -0.224 0.311 0.155 0.0369
H -3.6583 -9.5618 1.6537 -0.184 0.148 -0.156 0.3325
C -9.6045 5.7701 7.4006 0.123 -0.027 -0.086 -0.5798
C -10.1891 6.4064 8.5929 -0.582 0.534 1.034 0.3046
N -10.6510 6.9092 9.5348 0.763 -0.822 -1.540 -0.3834
H -10.0456 6.1595 6.4769 -0.017 0.067 0.297 0.2597
H -8.5244 5.9400 7.3399 -0.288 0.038 0.129 0.1914
H -9.7619 4.6863 7.4022 -0.056 0.228 0.199 0.2480
C -6.7311 -0.0447 4.8815 -0.202 -0.131 -0.080 -0.8118
C -5.5574 0.7172 5.3398 1.047 0.645 0.375 0.3861
N -4.6301 1.3192 5.7019 -1.698 -1.155 -0.571 -0.4475
H -6.5514 -0.5195 3.9110 0.234 0.199 0.181 0.2075
H -6.9978 -0.8396 5.5859 0.247 0.224 0.011 0.2805
H -7.6115 0.5970 4.7695 0.309 0.076 0.100 0.2976
C -2.3515 -13.0008 -1.9103 0.073 -0.057 -0.245 -0.8349
C -2.7479 -12.6991 -0.5247 -0.314 0.195 1.222 0.4596
N -3.0611 -12.4608 0.5701 0.563 -0.475 -1.857 -0.4316
H -1.7652 -13.9238 -1.9715 -0.136 0.162 0.251 0.3129
H -3.2225 -13.1271 -2.5619 0.026 0.063 0.313 0.2703
H -1.7398 -12.2001 -2.3395 -0.132 -0.040 0.289 0.2706
```
Positions in Å, forces in eV/Å.